# 1
Formula: C3H2O4V
Source: OMol25
Level of theory: ωB97M-V/def2-TZVPD

spin multiplicity = 4
highest occupied orbital energy (spin up / spin down) = -18.670 / -18.668 eV
DFT total energy = -1359.4566 a.u.
ΔE to the lowest compared entry with this formula, charge and spin = 762.1 kJ/mol
total charge = +2
orbital gap (spin up / spin down) = 0.2836 / 0.2924 hartree
LUMO level (spin up / spin down) = -10.95 / -10.71 eV

```
10
Properties=species:S:1:pos:R:3:forces:R:3
V 1.272162 1.337872 -1.034485 0.914 1.937 -1.420
O 3.017566 0.765850 -0.445555 0.711 0.662 -0.100
O -3.139474 -0.908193 0.625356 1.151 0.537 0.217
O 3.065677 -0.447998 0.135030 0.135 -1.135 0.512
O -0.489290 0.859191 -0.714909 -0.798 0.322 -0.504
C -1.147138 -0.116593 -0.408920 -0.304 -1.986 3.466
C -2.394494 0.024272 0.513248 -1.962 -0.127 -1.541
C 3.097878 -1.431201 0.736132 0.347 -0.477 0.289
H -0.662262 -1.129324 -0.283840 -0.555 0.471 -1.097
H -2.620626 1.046128 0.877947 0.361 -0.204 0.179
```
Forces are in eV/Å.

# 2
Formula: C4H16N2O2
Source: OMol25
Level of theory: ωB97M-V/def2-TZVPD

spin multiplicity = 1
structure (SMILES) = CNCCCN.O.O
highest occupied orbital energy = -8.620 eV
DFT total energy = -421.9579 a.u.
ΔE to the lowest compared entry with this formula, charge and spin = 88.0 kJ/mol
total charge = 0
orbital gap = 0.3415 hartree
LUMO level = 0.67 eV

```
24
Properties=species:S:1:pos:R:3:forces:R:3
O 0.544610 -2.275057 -1.974328 -0.526 -0.176 -0.182
O 2.503609 -0.715132 1.029421 0.168 -0.080 -0.174
N -0.486898 -1.584726 0.955406 -0.938 -0.129 0.161
N 0.280215 1.537397 -0.428907 -0.262 -0.352 -0.355
C -1.165612 0.872151 1.414885 -0.327 0.431 0.010
C 0.373790 1.801922 -1.851469 -0.239 0.447 0.151
C -1.062222 1.688261 0.126232 0.416 0.114 0.390
C -1.533668 -0.595486 1.166581 -0.173 -0.358 -0.051
H 2.768552 -0.834623 0.109745 -0.005 0.061 0.000
H -0.239747 0.979859 1.988867 0.083 -0.227 -0.161
H -0.135955 -1.594806 -1.896012 0.153 0.090 -0.028
H -1.927952 1.309151 2.069708 -0.118 -0.008 -0.222
H -0.081386 1.050009 -2.507889 -0.023 -0.088 0.008
H 1.405191 1.954201 -2.120627 0.486 -0.193 -0.234
H 2.931669 -1.450219 1.479822 -0.038 0.011 0.088
H -1.190326 2.758555 0.292378 -0.184 0.086 0.236
H -0.075534 -1.881686 1.822614 0.468 0.171 -0.069
H -0.112699 2.754077 -2.065456 -0.148 0.032 0.015
H -0.000729 -3.072648 -2.075599 0.426 0.165 0.136
H 0.189755 -1.330742 0.261331 0.393 -0.053 0.211
H -2.151069 -0.928943 1.989963 0.075 -0.257 0.474
H -1.886973 1.392533 -0.538233 0.148 -0.175 -0.232
H 0.637128 0.615277 -0.219947 0.120 0.020 0.098
H -2.234296 -0.701291 0.333359 0.045 0.471 -0.272
```
Forces are in eV/Å.

# 3
Formula: C12H15F3O9S
Source: OMol25
Level of theory: ωB97M-V/def2-TZVPD

spin multiplicity = 1
structure (SMILES) = C=COC(=O)OS(=O)(=O)C(F)(F)F.O=C1CCCO1.O=C1CCCO1
highest occupied orbital energy = -9.432 eV
DFT total energy = -1841.1545 a.u.
total charge = 0
orbital gap = 0.3739 hartree
LUMO level = 0.74 eV

```
40
Properties=species:S:1:pos:R:3:forces:R:3
S -0.537091 -1.089011 -3.764093 0.426 1.544 -0.582
F 0.445579 -2.825163 -2.006998 0.016 0.110 -0.053
F 1.847111 -1.368555 -2.782945 -0.061 0.003 -0.067
F 1.237030 -3.038230 -4.008694 -0.134 0.085 0.027
O -1.870027 -1.693707 -3.138555 0.387 -0.175 -0.193
O -2.782277 3.817574 1.823732 -0.098 0.108 0.031
O -0.281914 0.201757 -3.223289 -0.177 -0.276 0.505
O 3.622338 -1.362669 0.034819 -0.073 -0.012 0.083
O -2.505880 -0.263035 -1.467524 1.070 0.118 -1.054
O -0.567846 -1.238210 -5.171728 -0.376 -0.748 0.133
O -2.138636 -2.433271 -1.031747 0.151 0.021 -0.175
O 4.180986 -3.221469 1.149091 -0.024 -0.043 0.041
O -1.649590 2.547687 3.270613 -0.058 -0.057 -0.053
C -2.183869 3.585887 3.019224 0.244 0.022 0.098
C 3.711742 -4.860317 -0.472096 0.000 0.054 -0.082
C 0.840008 -2.162722 -3.093796 -0.064 -0.334 0.027
C -1.808979 1.717122 -0.412749 0.230 -0.372 -0.093
C 4.457845 -4.594720 0.830139 -0.013 -0.121 -0.047
C -1.716866 0.402165 -0.512614 -0.344 0.606 0.274
C -2.284890 4.824273 3.889567 -0.411 0.083 -0.140
C -3.244919 5.176994 1.751724 -0.071 0.126 0.034
C 3.768184 -3.491259 -1.148744 -0.067 -0.457 0.339
C -2.138072 -1.504194 -1.761279 -0.471 -0.378 0.648
C -3.388980 5.626346 3.201574 0.076 -0.025 0.077
C 3.823282 -2.539797 0.033430 0.140 0.142 -0.220
H 4.145131 -5.667990 -1.058091 0.067 0.015 0.025
H -4.361154 5.318878 3.588431 -0.015 0.006 -0.020
H -2.503473 5.764424 1.206208 0.018 0.003 0.018
H -1.027114 -0.205718 0.054992 -0.630 -0.394 0.486
H 4.674822 -3.364504 -1.742155 -0.029 0.086 -0.037
H -3.303878 6.703782 3.324400 0.047 0.003 -0.047
H 4.118471 -5.218252 1.653322 -0.005 0.091 0.074
H 5.538148 -4.712496 0.720770 0.005 0.013 -0.023
H -1.323694 5.339737 3.865377 0.034 -0.043 0.048
H -2.065649 2.331301 -1.263111 -0.927 0.000 0.200
H -1.586915 2.163826 0.541395 0.840 0.214 -0.172
H -2.527491 4.549953 4.911865 0.181 -0.045 0.040
H -4.183447 5.197227 1.203729 0.024 -0.112 -0.054
H 2.674456 -5.120736 -0.257099 0.001 -0.008 0.019
H 2.897517 -3.292906 -1.757093 0.092 0.143 -0.116
```
Forces are in eV/Å.

# 4
Formula: C8H20IInNO2S2
Source: OMol25
Level of theory: ωB97M-V/def2-TZVPD

spin multiplicity = 1
highest occupied orbital energy = -4.113 eV
DFT total energy = -1806.2014 a.u.
total charge = -1
orbital gap = 0.2391 hartree
LUMO level = 2.39 eV

```
35
Properties=species:S:1:pos:R:3:forces:R:3
I 2.835140 -0.243901 -4.162783 -0.075 -0.058 0.188
In 0.831418 0.393047 -2.222482 -0.415 0.648 0.156
S -0.769071 -1.772748 -0.102138 0.650 0.172 0.268
S -1.991185 1.934303 -3.054553 -0.034 -0.773 0.108
O 2.743885 -0.029821 3.783492 -0.190 0.013 0.373
O 3.104809 0.494229 1.731223 -0.067 0.301 -0.330
N 3.358538 -0.106775 2.742065 0.124 -0.160 0.007
C -4.163787 2.098875 -1.332999 0.998 0.107 -0.018
C -1.962090 -2.541915 2.346260 0.364 -0.235 -0.283
C 0.871885 -1.008965 -0.467563 -0.231 -0.582 0.104
C -2.657760 1.677479 -1.335751 -0.321 0.172 -1.219
C -0.618255 -2.130074 1.690573 -0.119 0.395 0.296
C 4.524396 -1.022480 2.694400 0.179 -0.250 0.156
C -1.122196 0.311867 -3.343196 0.132 0.404 0.856
C 1.352692 2.434525 -1.442680 0.371 -0.487 0.249
H 4.633023 -1.494354 3.664507 -0.054 0.040 0.004
H -1.024671 0.151832 -4.419903 -0.040 0.131 0.163
H -2.719299 -2.862811 1.622816 0.199 0.086 -0.045
H 1.176302 -0.480510 0.445191 -0.076 0.134 -0.324
H 1.829867 3.086826 -2.182358 -0.269 -0.111 0.000
H -4.789756 1.233112 -1.106324 -0.078 0.271 0.219
H -1.793796 -0.444101 -2.910945 0.190 0.040 -0.332
H 2.097597 2.273889 -0.643920 -0.172 -0.003 -0.207
H -2.563323 0.614371 -1.097052 0.232 0.252 0.067
H -4.296980 2.930441 -0.633748 -0.364 -0.297 0.043
H -2.028293 2.286660 -0.685331 -0.241 -0.215 0.212
H 0.507344 2.950634 -0.969592 0.033 -0.106 -0.284
H 4.326944 -1.759672 1.920976 0.036 0.101 -0.081
H -2.385939 -1.716803 2.922523 0.024 -0.141 -0.016
H 5.398206 -0.425349 2.450307 -0.044 -0.019 -0.125
H 1.614331 -1.799368 -0.659327 -0.266 0.094 0.132
H 0.155847 -2.875302 1.917483 -0.166 -0.001 -0.409
H -4.429184 2.449204 -2.333970 -0.077 -0.009 0.185
H -1.772372 -3.401330 2.999536 -0.216 0.239 0.091
H -0.274267 -1.205015 2.175259 -0.017 -0.154 -0.206
```
Forces are in eV/Å.